19
Properties=species:S:1:pos:R:3:nbo_charge:R:1 method="wB97M-V/def2-TZVPD" total_charge=0 total_energy_ha=-3771.5532 e_above_lowest_kcal_mol=94.1 homo_energy_ev="-8.1 / -7.2"
C -0.70 -0.90 1.83 0.222
C 0.21 -0.53 2.75 -0.271
C -0.81 -0.49 0.55 -0.362
C 1.28 0.31 2.32 -0.198
C 0.25 0.30 0.01 0.189
C 1.31 0.64 0.99 -0.225
C 1.71 1.43 -1.32 -0.118
C -0.06 -1.14 4.02 -0.208
C -0.33 0.53 -2.40 -0.407
N 0.53 0.75 -1.20 -0.385
S 2.40 1.90 -2.76 -0.158
S 2.57 1.50 0.17 0.475
Br -1.56 -2.28 4.08 0.098
H -1.64 -0.77 -0.08 0.231
H 2.15 0.35 2.94 0.230
H 0.58 -1.34 4.85 0.212
H 0.29 0.53 -3.24 0.250
H -1.14 1.18 -2.46 0.215
H -0.95 -0.42 -2.28 0.210